Record 1
The following is a quantum chemistry calculation of the molecule C6H12O at a distorted geometry, from the OMol25 dataset.

* total energy: -8463.777 eV
* multiplicity: 1
* Kohn-Sham gap: 10.99 eV
* energy relative to the best compared isomer or geometry (same formula, charge and spin): 55.66 kJ/mol
* SMILES: CC1(O)CCCC1
* HOMO energy: -9.97 eV

The geometry in XYZ format:
```
19
Properties=species:S:1:pos:R:3:lowdin_charge:R:1
O 1.5212 -0.3345 1.4553 -0.02
H 1.9689 -1.8108 -0.7532 0.09
C 0.7390 -0.3179 0.2718 -0.55
H -1.6113 1.2802 1.2059 0.12
H 1.3703 0.6013 1.5839 0.06
H -0.4981 -2.1466 0.0694 0.12
C -1.5920 -0.2652 -0.3028 -0.20
H 1.0150 -0.7552 -1.8258 0.08
C 1.5951 -0.7883 -0.8977 -0.03
H -2.6233 -0.5664 -0.1198 0.11
C -0.5653 -1.1159 0.4389 -0.13
H 0.6054 1.5831 -0.8853 0.11
H -0.8048 -1.1662 1.5101 0.12
C 0.2451 1.2119 0.0779 -0.11
H -1.7810 1.9295 -0.4279 0.11
H 2.4648 -0.1297 -0.9898 0.09
H -1.3956 -0.3317 -1.3814 0.11
C -1.2818 1.1561 0.1636 -0.19
H 0.6284 1.9662 0.8067 0.12
```

=====

Record 2
The following is a quantum chemistry calculation of the ion C2H5N4S with charge +1 at a distorted geometry, from the OMol25 dataset.

* charge: +1
* total energy: -18943.038 eV
* multiplicity: 1
* Kohn-Sham gap: 10.72 eV
* energy relative to the best compared isomer or geometry (same formula, charge and spin): 80.15 kJ/mol
* SMILES: [NH2+]=c1[nH]cnn1S
* HOMO energy: -14.32 eV

The geometry in XYZ format:
```
12
Properties=species:S:1:pos:R:3:lowdin_charge:R:1
N 0.2037 -1.7027 -0.1065 0.21
N 1.2227 0.4336 -0.1140 0.17
H -2.2998 -0.5716 1.0308 -0.12
H 2.2725 0.3087 -0.1171 0.22
S -2.5675 -0.1341 -0.1633 0.97
H -0.6551 -2.1591 0.0771 0.08
N -0.5186 1.6665 -0.2165 0.08
H 1.3593 2.6718 -0.1529 0.18
H 1.0245 -2.2575 0.2046 0.16
C 0.1497 -0.3581 -0.1541 -0.41
N -0.9351 0.3885 -0.1826 -0.43
C 0.7435 1.7140 -0.1056 -0.12
```

=====

Record 3
The following is a quantum chemistry calculation of a cluster of 3 separate species, C5H16N4 in total, from the OMol25 dataset.

* total energy: -11399.531 eV
* multiplicity: 1
* Kohn-Sham gap (spin up / spin down): 6.74 / 6.74 eV
* energy relative to the best compared isomer or geometry (same formula, charge and spin): 579.38 kJ/mol
* HOMO energy (spin up / spin down): -6.05 / -6.05 eV

The geometry in XYZ format:
```
25
Properties=species:S:1:pos:R:3:lowdin_charge:R:1
H -0.7739 -2.8898 -2.1038 0.07
H 0.0260 -0.7026 -3.1634 0.06
H -0.6301 -0.2761 3.2072 0.06
H -1.6329 0.9314 -0.1644 0.10
H 2.3496 -0.2335 0.4060 0.12
H 0.9728 0.4258 2.9221 0.05
N 1.3668 -0.4187 0.5067 0.18
H -0.1886 1.2400 3.9727 0.06
C -0.9255 0.2432 0.2548 -0.07
H -1.5501 -0.2470 -3.2854 0.06
C 0.4525 0.4456 0.0530 -0.39
H -0.2175 2.2378 1.7524 0.03
N -0.7421 -0.2468 -2.6688 -0.06
H 1.1000 -1.2082 1.0696 0.12
H 0.3822 2.4824 -0.5733 0.09
H -0.6390 -2.6181 -0.3661 0.06
C -0.4147 -2.1779 -1.3430 -0.22
H 0.6934 -2.1377 -1.4386 0.06
H -1.3048 -0.5847 0.8314 0.10
H 1.9912 1.7425 -0.7254 0.08
C -0.1040 0.6711 3.0353 -0.26
C 0.9177 1.5645 -0.8101 -0.01
H 0.6525 1.2981 -1.8433 0.07
N -0.7116 1.3637 1.9259 -0.11
N -1.0698 -0.9048 -1.4515 -0.24
```

=====

Record 4
The following is a quantum chemistry calculation of a structure of composition C46H40AsInN8OS, from the OMol25 dataset.

* charge: +2
* total energy: -139158.018 eV
* multiplicity: 1
* Kohn-Sham gap: 6.25 eV
* energy relative to the best compared isomer or geometry (same formula, charge and spin): 47.10 kJ/mol
* HOMO energy: -11.66 eV

The geometry in XYZ format:
```
98
Properties=species:S:1:pos:R:3:lowdin_charge:R:1
H -0.7460 6.9164 4.6200 0.12
N 4.9682 -0.1729 -0.5521 -0.19
C 2.3312 3.9608 -3.0335 -0.06
C -7.5965 -8.6592 -5.1279 -0.06
H 4.0034 4.5986 -0.0194 0.11
H 1.7926 -2.7884 4.2002 0.13
H 3.2045 1.7438 3.0910 0.08
H 5.4956 1.8044 -0.1073 0.07
C 0.4854 -0.5379 -2.6727 0.00
H -8.3447 -7.8740 -5.2500 0.10
C 5.8767 0.9652 -0.6869 -0.01
C 1.0496 6.2645 3.6386 -0.06
C -3.0609 -0.0913 2.4338 -0.10
O -6.2940 -8.1670 -5.4278 -0.06
C 0.4521 5.3044 -2.3546 -0.05
N -4.4261 -3.5079 -1.3209 0.19
H 3.0453 3.6623 -3.7898 0.11
C -4.5137 -6.7362 -4.9980 0.02
C 3.8657 2.4593 2.6182 -0.11
H 5.4500 2.1394 4.0237 0.11
H -0.3019 6.0451 -2.5846 0.12
C -4.4480 -1.6510 1.2755 0.04
C -3.4814 -1.7219 0.2564 -0.05
H 6.1816 -1.8895 -0.4242 0.10
C 1.0190 -1.1581 3.0292 -0.36
C -0.5621 4.3063 2.4628 -0.67
C -5.8021 -7.1715 -4.6705 -0.27
C -2.3480 -0.9064 0.3926 -0.13
H 1.2201 -0.3732 -3.4477 0.12
In -0.2783 1.2308 1.3794 0.52
N -2.1433 -0.1430 1.4852 0.02
C 4.3182 4.0460 0.8567 -0.12
C 3.7993 -0.0113 0.0185 -0.26
S -1.7151 3.1335 1.7499 0.64
C -5.8864 -5.5429 -2.9108 -0.02
C 0.5316 0.2322 -1.5101 -0.11
H 6.8584 0.6915 -0.3002 0.10
C 5.1332 2.6716 3.1364 -0.06
H -2.9380 -5.3695 -4.5465 0.11
C 0.8028 4.3790 2.1502 -0.40
H -7.7867 -9.4544 -5.8406 0.10
H 5.9757 1.2543 -1.7342 0.10
H -5.3570 -2.2347 1.2037 0.13
C 0.8432 0.8921 4.1291 -0.13
H 1.6776 7.0202 4.0899 0.11
C 5.5920 4.2476 1.3771 -0.07
H 1.2929 0.9835 -1.3644 0.07
H 6.2623 4.9467 0.8946 0.12
C -3.9313 -5.7125 -4.2916 -0.01
C 1.3533 0.3923 5.2900 -0.04
C 5.9946 3.5711 2.5190 -0.06
H 2.6582 5.3988 2.5404 0.10
H 1.3356 5.3701 -4.3059 0.12
N -2.8104 -3.4566 -2.8484 0.20
C 5.3911 -1.4793 -1.0534 -0.02
As 1.6046 3.0558 0.9780 1.29
H 0.5420 1.9324 4.0512 0.11
H 0.8967 -1.4177 1.0113 0.05
H -3.9969 -7.2241 -5.8130 0.13
C -6.4912 -6.5713 -3.6173 0.00
H -4.9772 -0.7512 3.1450 0.12
C 2.3847 3.3965 -1.7678 -0.14
C -4.6107 -5.1006 -3.2327 -0.17
C 1.3682 4.9193 -3.3231 -0.06
H -7.4859 -6.8902 -3.3482 0.11
C -0.3056 6.2035 3.9359 -0.05
C -1.4595 -1.6276 -1.7950 -0.05
C -3.5381 -2.5452 -0.9072 -0.12
N 2.7901 0.1617 0.5653 0.16
H -2.8551 0.5521 3.2803 0.12
C -3.9449 -4.0284 -2.4971 -0.23
N 0.8534 -1.8947 1.8988 0.17
C 1.5983 5.3480 2.7587 -0.08
C -0.5045 -1.4762 -2.8127 0.06
H -5.2890 -3.7732 -0.8791 0.15
C -2.5591 -2.5412 -1.8705 -0.17
C -4.2446 -0.8315 2.3550 -0.01
H -6.4549 -5.0813 -2.1109 0.11
C -1.1005 5.2255 3.3618 -0.11
N -0.3526 0.0881 -0.5306 0.02
C 1.6923 -0.9678 5.3192 -0.02
H -2.1542 5.1685 3.6021 0.11
H 3.1362 2.6461 -1.5413 0.09
H 2.0979 -1.4080 6.2207 0.13
H 6.9785 3.7478 2.9327 0.12
H 4.5452 -2.1613 -1.0574 0.09
H 5.7656 -1.3742 -2.0714 0.10
H -0.5834 -2.0969 -3.6963 0.14
H -0.2064 5.0617 -0.3268 0.10
C 3.4566 3.1512 1.4813 -0.40
C -1.3575 -0.8203 -0.6627 -0.13
C 1.5251 -1.7406 4.2030 0.01
N 0.6641 0.1343 3.0133 0.00
C 1.4797 3.8044 -0.7897 -0.38
H -7.6379 -9.0610 -4.1141 0.10
C 0.5046 4.7508 -1.0820 -0.08
H 1.2606 -2.8148 1.8931 0.12
H 1.4767 1.0303 6.1520 0.12
```

=====

Record 5
The following is a quantum chemistry calculation of a structure of composition C61H54N5OP3SiSn, from the OMol25 dataset.

* total energy: -115207.682 eV
* multiplicity: 1
* Kohn-Sham gap: 7.61 eV
* HOMO energy: -7.16 eV

The geometry in XYZ format:
```
126
Properties=species:S:1:pos:R:3:lowdin_charge:R:1
H 2.2591 -1.3109 -6.2636 0.09
C 1.9417 -1.1083 5.0613 -0.08
H 3.5694 -2.0532 2.2507 0.11
H 4.6303 0.1214 4.1462 0.10
C -2.7588 -2.6844 -1.6111 -0.35
H 6.8197 1.1778 3.7690 0.10
C 2.4408 -1.0362 3.7667 -0.39
H 2.9806 2.3912 0.9168 0.08
H 4.8811 -0.3392 -4.9850 0.09
C 1.1715 -5.6584 0.3409 -0.08
C 0.9157 1.3912 3.5180 -0.37
N -1.5748 -5.1938 4.3675 0.10
C 1.4272 2.0559 4.6348 -0.11
C 2.0935 4.7400 -1.3368 -0.08
H 2.4074 6.6713 -2.2245 0.10
H -1.7497 -4.4183 1.5103 0.09
H -5.0157 -3.4281 2.8163 0.11
H -1.1722 4.6581 -3.3994 0.10
C 2.2119 -1.7155 -5.2484 -0.06
H 4.1822 1.4197 -2.0024 0.09
H -4.5189 -1.6256 4.4392 0.11
H 5.1842 3.4505 0.5335 0.10
C 5.9782 1.4520 3.1455 -0.08
H 4.7350 1.3161 -4.3831 0.09
H 5.2400 0.0031 -2.2118 0.09
C -3.8248 4.4202 0.2934 -0.07
C 3.6547 1.1911 2.5575 -0.35
C 1.2429 3.6511 -1.2456 -0.11
C 4.1769 0.4017 -4.5978 -0.06
H 1.6539 -2.6537 -5.2972 0.09
H 1.8308 -2.2489 6.8670 0.11
N 0.2988 -1.7760 1.9697 -0.08
H -0.1779 -6.2439 1.9093 0.10
H 3.2242 -4.0985 5.9987 0.10
H 1.8772 -6.4548 0.5404 0.10
P -0.9878 2.1468 -1.5753 1.08
C -4.0079 -1.6550 3.4850 -0.07
H -1.3549 3.6810 5.6272 0.11
N 1.5345 -0.8160 -4.3358 -0.13
H -0.2842 -0.5939 -5.3506 0.09
H -2.2336 2.6002 3.6284 0.08
H -4.9021 1.8987 -5.7301 0.10
C -3.5748 1.8051 -2.6180 -0.10
N 3.5247 -0.0601 -3.3789 -0.15
H 2.4732 1.9377 4.8926 0.11
C -2.3886 -0.6780 1.9582 -0.30
C 1.4085 -4.7577 -0.6869 -0.08
C -2.7733 4.0408 -0.5193 -0.09
C 0.0506 3.6070 -1.9689 -0.35
H 1.4876 2.8080 -0.6080 0.07
H -2.8834 0.1146 3.8883 0.10
H -1.9631 -4.6786 -1.7572 0.10
C 3.2102 -2.0934 3.2741 -0.11
C 0.5813 5.7696 -2.8900 -0.08
C -3.5967 -2.7127 1.3776 -0.09
C 3.0062 -3.2427 5.3732 -0.08
C 3.4855 -3.1903 4.0692 -0.08
H 7.1099 2.8368 1.9636 0.10
C -1.8838 2.2996 -4.2471 -0.12
C -4.5192 1.7123 -3.6273 -0.08
H -5.0851 3.8359 1.9303 0.10
H 3.2150 -1.9334 -4.8929 0.08
H -0.8489 2.5106 -4.4915 0.11
Sn 0.7821 -0.4767 0.2199 0.84
C -2.3435 2.1033 0.8824 -0.28
H -4.3755 5.3282 0.0816 0.10
H 1.3134 -0.3177 5.4453 0.10
P 2.0517 0.3050 2.5880 0.97
C -4.2109 3.5924 1.3391 -0.07
C 0.5195 -3.7155 -0.9060 -0.16
H -0.3290 -0.2388 -3.6081 0.06
H -5.5742 -1.6158 -3.1738 0.10
C -0.7117 3.0359 5.0416 -0.07
O 1.5217 0.2889 -2.3475 -0.17
H 0.3111 6.6069 -3.5215 0.10
C 1.7578 5.8082 -2.1564 -0.09
C 4.7432 0.8553 3.3595 -0.08
H 4.0651 -4.0151 3.6741 0.10
H 1.0121 3.3600 6.2839 0.11
C 0.6139 2.8636 5.4081 -0.07
H -3.8724 1.6550 -1.5869 0.10
C -3.4693 2.4619 1.6327 -0.12
C -0.1669 -2.4004 2.8494 -0.34
C 0.0847 -0.8932 -4.3668 -0.03
C -0.4320 1.5458 3.1303 -0.25
H -0.2498 -1.9167 -4.1695 0.09
H 3.4422 0.6319 -5.3670 0.09
H -3.7734 -0.8003 -1.6900 0.09
H -2.5407 2.3797 -6.2857 0.10
C 2.2334 -2.2054 5.8632 -0.08
H -3.7521 -5.4890 -3.2296 0.10
C 4.2028 0.3345 -2.1560 -0.06
H 2.2914 -4.8529 -1.3069 0.10
H 3.0117 4.7658 -0.7626 0.09
C 3.8278 2.1359 1.5447 -0.10
P -1.5563 -2.0126 -0.3962 1.01
H -5.5817 -3.9773 -3.9184 0.10
H 0.6969 -3.0095 -1.7119 0.08
C -4.1558 1.9403 -4.9473 -0.09
C -1.2114 2.4001 3.9168 -0.09
C 0.0246 -5.5384 1.1130 -0.07
C 5.0602 2.7298 1.3324 -0.08
C -3.0867 -0.6676 3.1641 -0.10
H -3.8115 -3.5002 0.6651 0.11
C 6.1412 2.3842 2.1318 -0.09
C -2.0615 2.8676 -0.2610 -0.38
C -4.2894 -2.6620 2.5780 -0.07
H -3.7874 1.8222 2.4487 0.09
C -1.1222 -4.1629 4.0898 -0.40
C -0.6094 -3.5587 -0.1007 -0.43
C -2.8331 2.2184 -5.2553 -0.09
C 2.1473 -0.1559 -3.3111 -0.51
Si -1.1519 0.7345 1.5199 0.59
C -0.2660 4.6728 -2.8075 -0.10
C -0.8667 -4.5005 0.8887 -0.10
C -4.7831 -3.6083 -3.2878 -0.09
N -0.6397 -2.9758 3.8528 0.15
H -2.5185 4.6498 -1.3757 0.10
C -3.7757 -1.8278 -2.0323 -0.09
H 3.7261 -0.1381 -1.3003 0.06
H -5.5469 1.4715 -3.3842 0.10
C -2.2498 2.1328 -2.9119 -0.36
C -2.7475 -4.0013 -2.0642 -0.08
C -3.7601 -4.4585 -2.8977 -0.08
C -2.6215 -1.7604 1.0804 -0.37
C -4.7830 -2.2867 -2.8632 -0.08
```

=====

Record 6
The following is a quantum chemistry calculation of a cluster of 2 separate species, C5H10N2 in total at a distorted geometry, from the OMol25 dataset.

* total energy: -8324.605 eV
* multiplicity: 1
* Kohn-Sham gap: 10.00 eV
* energy relative to the best compared isomer or geometry (same formula, charge and spin): 263.19 kJ/mol
* SMILES: [H]/N=C/C(C)=N/[H].C=C
* HOMO energy: -9.32 eV

The geometry in XYZ format:
```
17
Properties=species:S:1:pos:R:3:lowdin_charge:R:1
C 1.6246 -1.0799 0.4664 -0.10
H 0.4783 -0.4095 -1.9407 0.12
H 1.1982 -1.8578 1.0808 0.07
H 2.2248 0.9620 0.4180 0.06
H -1.3923 -0.0927 1.3162 0.07
H -1.7691 1.6377 1.0840 0.08
H 2.3249 -1.4217 -0.2821 0.07
N -1.0005 -1.5619 -0.9695 0.10
C -0.1517 -0.6044 -1.0678 -0.27
C 1.6745 0.1948 0.9370 -0.05
H -2.6090 0.3750 0.1470 0.08
C -1.6573 0.6737 0.5871 -0.06
N -0.2635 1.7812 -1.1334 0.14
H -0.6478 -2.4660 -1.2795 0.05
C -0.6176 0.7444 -0.4933 -0.46
H -0.6207 2.6489 -0.7347 0.05
H 1.2042 0.4762 1.8648 0.06
```

=====

Record 7
The following is a quantum chemistry calculation of the molecule C18H16ClNO3 at a distorted geometry, from the OMol25 dataset.

* total energy: -39068.357 eV
* multiplicity: 1
* Kohn-Sham gap: 7.40 eV
* energy relative to the best compared isomer or geometry (same formula, charge and spin): 1269.81 kJ/mol
* SMILES: O=C(O)CCc1ccc(-c2ccc(Cl)cc2)n1Cc1ccco1
* HOMO energy: -7.38 eV

The geometry in XYZ format:
```
39
Properties=species:S:1:pos:R:3:lowdin_charge:R:1
H 0.4941 1.5652 -1.3789 0.07
H -2.1688 0.8338 -1.7347 0.09
C 2.1964 -0.1662 0.6462 -0.15
H 2.6205 -0.6380 2.6726 0.07
C -0.2512 -0.0892 -1.7462 -0.22
C 2.5063 -2.9572 0.5158 -0.41
C 0.7378 0.6447 -1.2839 -0.01
H 3.8432 -2.5403 -1.0758 0.15
O 3.3437 -3.5618 1.3063 0.00
C -2.1940 3.5941 0.3016 -0.10
C 0.2734 0.7794 1.0318 -0.31
H -3.2098 -1.2572 -2.5191 0.12
H 3.9657 -1.0181 0.7614 0.18
C -3.5196 2.9251 0.4642 -0.56
C 3.3308 -0.6862 -0.1439 -0.17
C -1.2539 -2.0932 -2.1702 -0.06
Cl -4.9825 3.7949 0.3574 0.66
C 1.8919 -0.2343 2.1073 0.01
H 1.1057 -3.7841 1.4053 0.18
O -0.1794 -1.4157 -2.0498 0.03
C 3.0569 -1.9405 -0.5811 -0.17
N 1.1852 0.6790 0.2569 0.04
C -1.6549 -0.0076 -1.7666 -0.08
C -1.1422 2.8660 0.3097 -0.20
H -0.1009 3.2721 0.0602 0.17
H -2.1877 4.5229 -0.2439 0.11
C -2.2511 -1.0594 -2.0812 -0.07
O 1.1625 -3.2117 0.5359 0.06
H -2.2808 0.0836 1.8211 0.07
H 2.0932 -2.1844 -1.0926 0.12
H -1.3070 -3.2028 -2.4557 0.16
C 0.6294 0.1984 2.2071 -0.06
C -3.4325 1.6260 1.3608 -0.07
H 1.6373 0.3396 -1.8536 0.16
C -2.3074 1.0456 1.5132 0.03
C -0.9980 1.6439 0.6800 -0.04
H 3.5420 -0.1130 -0.8936 0.07
H -4.2774 1.3864 1.5765 -0.01
H 0.0829 0.3603 3.1794 0.14
```

=====

Record 8
The following is a quantum chemistry calculation of the molecule C18H25N3O6S, from the OMol25 dataset.

* total energy: -46664.011 eV
* multiplicity: 1
* Kohn-Sham gap: 9.18 eV
* energy relative to the best compared isomer or geometry (same formula, charge and spin): 0.00 kJ/mol
* SMILES: CC(C)NC(=O)NC(=O)COC(=O)c1cccc(S(=O)(=O)N2CCCCC2)c1
* HOMO energy: -9.25 eV

The geometry in XYZ format:
```
53
Properties=species:S:1:pos:R:3:lowdin_charge:R:1
S -2.8910 -1.1765 0.8491 0.68
N -3.0416 -0.3595 -0.6001 -0.23
H -4.6008 1.2680 0.9369 0.12
C -2.1656 1.9110 -0.1497 -0.18
H 2.7324 4.8483 0.5726 0.08
H 2.6479 -1.3043 -1.4618 0.15
H 4.8458 -2.9404 -0.9003 0.14
C 2.2533 2.7683 0.2856 -0.41
H -1.9548 0.7451 -1.9604 0.14
C 2.3882 0.5981 -0.8092 -0.51
H -1.0292 0.1188 -0.5936 0.09
O -2.3630 -0.3679 1.9126 -0.28
H -2.9930 -3.5252 -0.7606 0.12
C -0.3294 -2.1724 0.7909 0.02
H 1.5145 2.9452 -0.5034 0.14
C 2.0592 -2.6914 0.7021 -0.44
H 2.2507 2.3345 2.4026 0.08
C 4.2529 -2.5680 -0.0630 -0.05
C -1.6269 -2.3599 0.3705 -0.24
C -1.9625 -3.4086 -0.4655 -0.03
H 1.0024 3.4793 1.8955 0.08
N 3.1414 -0.6059 -0.9167 0.19
C 0.3414 -4.0872 -0.5133 0.00
C -4.3629 0.1662 -0.8825 -0.20
C 3.2487 3.9202 0.3450 -0.05
C -3.5379 2.4918 -0.4832 -0.20
C 1.5340 2.5728 1.6197 -0.04
H 3.9896 3.7361 1.1199 0.08
C -1.9741 0.5820 -0.8781 -0.19
H -1.2304 -5.1109 -1.5392 0.11
H 3.8136 1.3255 0.4186 0.13
H -4.4331 0.3212 -1.9644 0.13
C 4.1446 -1.0372 -0.1015 -0.44
H -3.6994 3.4169 0.0731 0.11
O 2.3719 -1.9915 1.6294 0.15
H -5.0760 -0.6019 -0.5818 0.11
C 0.6682 -3.0318 0.3336 -0.11
O -4.1173 -1.8825 1.0802 -0.28
O 1.3192 0.6502 -1.3767 0.07
H -1.3711 2.5968 -0.4457 0.11
H 0.8160 1.7598 1.5450 0.07
H -3.5878 2.7253 -1.5504 0.11
C -0.9756 -4.2836 -0.8946 -0.04
N 2.9623 1.5555 -0.0843 0.12
C -4.6220 1.4734 -0.1355 -0.17
O 4.8784 -0.3135 0.5277 0.10
H 3.7607 4.0307 -0.6075 0.08
H 1.1195 -4.7493 -0.8614 0.12
O 2.9633 -3.1510 -0.1966 -0.01
H -0.0896 -1.3593 1.4586 0.13
H -2.0954 1.7334 0.9241 0.10
H 4.7200 -2.8511 0.8850 0.14
H -5.6098 1.8565 -0.3972 0.11
```